1) This record from OMol25 describes a cluster of 2 separate species, C10H14NO in total. The level of theory is the ωB97M-V functional and the def2-TZVPD basis.

Computed properties:
charge: +1
highest occupied orbital energy: -12.75 eV
HOMO-LUMO gap: 8.459 eV
lowest unoccupied orbital energy: -4.29 eV

Atoms and positions in Å:
C -0.8778 -1.0763 -0.2804
C -0.2875 0.5667 1.4751
C -2.2022 -0.7551 -0.1773
C -1.5840 0.8780 1.5502
C 0.0838 -0.4620 0.5572
C 4.1397 0.5833 -1.3901
C 3.3243 1.0301 -0.4743
C -2.6917 0.3159 0.7209
C -3.3933 1.4143 -0.2036
C 1.7978 -1.8342 -0.4737
N 1.3034 -0.8420 0.4299
O 2.6140 1.3519 0.3963
H -0.6758 -1.9180 -1.0325
H 0.4704 1.2871 1.7975
H -2.9874 -1.2760 -0.7849
H -1.8435 1.5884 2.3541
H 4.9218 -0.0607 -1.1480
H 3.9412 1.0197 -2.3773
H -3.4599 -0.0660 1.3975
H -2.5947 2.1594 -0.6970
H -4.1229 2.0677 0.2015
H -3.7423 0.8302 -1.0199
H 2.0453 -2.6603 0.1960
H 2.8089 -1.5706 -0.8139
H 0.9907 -2.0992 -1.2171
H 2.0217 -0.4721 1.0137

Mulliken population analysis, charges in e, atoms 1 to 2: atom 1 (C): -0.582, atom 2 (C): -0.601

***

2) This record from OMol25 describes a cluster of 2 separate species, C10H14NO in total. The level of theory is the ωB97M-V functional and the def2-TZVPD basis.

Computed properties:
charge: +1
highest occupied orbital energy (alpha / beta): -11.69 / -12.51 eV
HOMO-LUMO gap (alpha / beta): 6.769 / 7.569 eV
lowest unoccupied orbital energy (alpha / beta): -4.92 / -4.94 eV

Atoms and positions in Å:
C -3.2525 0.5387 1.5569
C -2.2234 -0.2305 2.0947
C -3.2605 0.8545 0.2007
C -1.2172 -0.6931 1.2822
C -2.2600 0.4042 -0.6277
C -1.2228 -0.4123 -0.1096
C 1.7186 0.1222 -0.3818
C 2.8191 0.0732 -1.3369
C -0.3045 -1.0576 -2.2443
C 2.9035 0.7068 1.6071
N -0.2826 -1.0341 -0.8329
O 1.7299 0.3842 0.8248
H -4.0551 0.8851 2.1860
H -2.2252 -0.4707 3.1462
H -4.0614 1.4560 -0.2012
H -0.4216 -1.3108 1.6668
H -2.2842 0.6482 -1.6782
H 3.4298 0.9799 -1.2801
H 3.4603 -0.7779 -1.0875
H 2.4604 -0.0508 -2.3554
H -0.5131 -0.1039 -2.7411
H -1.0952 -1.7608 -2.5342
H 0.6336 -1.4796 -2.6018
H 3.1896 -0.1952 2.1486
H 2.6084 1.4766 2.3161
H 3.7262 1.0479 0.9824

Mulliken population analysis, charges in e, atoms 1 to 2: atom 1 (C): -0.353, atom 2 (C): -0.741

***

Most stable: 1). Least stable: 2).

***

1) This record from OMol25 describes a cluster of 3 separate species, CH8O2S in total. The level of theory is the ωB97M-V functional and the def2-TZVPD basis.

Computed properties:
charge: +1
highest occupied orbital energy (alpha / beta): -13.95 / -13.95 eV
spin multiplicity: 2
HOMO-LUMO gap (alpha / beta): 9.653 / 4.692 eV
lowest unoccupied orbital energy (alpha / beta): -4.30 / -9.26 eV

Atoms and positions in Å:
C -0.3671 2.3737 -1.4233
S 0.5147 2.4408 0.2304
H -1.3999 1.8624 -1.3421
H -0.4168 3.3776 -1.9315
H 0.1757 1.6286 -2.0032
H 0.6331 1.1083 0.4514
H -3.0404 -3.8780 0.2322
H -2.5620 -2.8957 -0.8243
O -2.4253 -3.1170 0.1427
H 3.3296 -0.7944 2.8535
H 2.7392 -1.4664 1.6062
O 2.8192 -0.6400 2.0079

Mulliken population analysis, charges in e, atoms 1 to 2: atom 1 (C): -0.688, atom 2 (S): 0.342

***

2) This record from OMol25 describes a cluster of 3 separate species, CH8O2S in total. The level of theory is the ωB97M-V functional and the def2-TZVPD basis.

Computed properties:
charge: +1
highest occupied orbital energy (alpha / beta): -14.56 / -14.56 eV
spin multiplicity: 2
HOMO-LUMO gap (alpha / beta): 10.297 / 4.937 eV
lowest unoccupied orbital energy (alpha / beta): -4.26 / -9.62 eV

Atoms and positions in Å:
C -1.2371 1.3897 0.2841
S -2.1189 -0.1633 0.1684
H -1.3914 1.8327 -0.6994
H -0.1687 1.2239 0.4430
H -1.7943 1.9905 1.0126
H -1.1861 -1.0429 0.6018
H -0.1014 -1.3090 -0.9859
H 0.5315 -2.5346 -0.3650
O 0.7525 -1.6775 -0.7564
H 1.8931 -0.6253 -0.0560
H 2.7227 0.7221 -0.0763
O 2.0981 0.1936 0.4291

Mulliken population analysis, charges in e, atoms 1 to 2: atom 1 (C): -0.558, atom 2 (S): 0.237

***

Most stable: 2). Least stable: 1).

***

1) This record from OMol25 describes a cluster of 7 separate species, H14O7 in total. The level of theory is the ωB97M-V functional and the def2-TZVPD basis.

Computed properties:
charge: 0
highest occupied orbital energy: -10.94 eV
HOMO-LUMO gap: 11.303 eV
lowest unoccupied orbital energy: 0.37 eV

Atoms and positions in Å:
O 1.4718 -0.2081 1.2179
H 1.5683 0.5538 1.8069
H 1.1522 -0.9244 1.8000
O -0.3542 -1.8713 2.3644
H -0.9129 -2.2826 3.0287
H -0.9600 -1.2814 1.8504
O -1.8502 -0.4329 0.6560
H -1.3508 -0.6733 -0.1465
H -1.8557 0.5315 0.6299
O -0.1210 2.3484 1.0885
H -0.8869 2.8851 1.3001
H -0.0920 2.1513 0.1362
O -0.6322 -1.1284 -1.8949
H -0.6083 -1.2243 -2.8550
H 0.3139 -1.2194 -1.6351
O -0.3750 1.7911 -1.6573
H -0.5569 0.8957 -1.9887
H -0.7518 2.4580 -2.2336
O 2.0537 -1.1005 -1.2450
H 2.0220 -0.5736 -0.4167
H 2.7259 -0.6946 -1.8061

Mulliken population analysis, charges in e, atoms 1 to 2: atom 1 (O): -0.638, atom 2 (H): 0.259

***

2) This record from OMol25 describes a cluster of 7 separate species, H14O7 in total. The level of theory is the ωB97M-V functional and the def2-TZVPD basis.

Computed properties:
charge: 0
highest occupied orbital energy: -11.13 eV
HOMO-LUMO gap: 11.097 eV
lowest unoccupied orbital energy: -0.03 eV

Atoms and positions in Å:
O 26.8655 -8.9924 10.1720
H 27.7866 -8.7599 10.2893
H 26.4402 -8.7022 10.9789
O 30.2557 -8.9011 12.0079
H 30.5510 -8.0970 12.4352
H 31.0334 -9.4586 11.9820
O 30.4339 -10.1801 7.2584
H 30.6048 -11.1217 7.2742
H 30.1635 -9.9702 8.1523
O 27.0328 -9.5487 15.0961
H 27.5944 -9.7223 14.3406
H 27.5628 -9.8009 15.8522
O 31.0666 -6.0350 14.3683
H 31.6760 -5.3843 14.0199
H 31.4194 -6.2572 15.2299
O 33.8168 -11.0396 12.2727
H 34.6037 -11.5110 12.5465
H 34.0611 -10.1155 12.3225
O 27.0421 -5.1934 14.4837
H 27.9776 -5.3293 14.3331
H 26.9567 -5.1463 15.4359

Mulliken population analysis, charges in e, atoms 1 to 2: atom 1 (O): -0.634, atom 2 (H): 0.305

***

Most stable: 1). Least stable: 2).

***

1) This record from OMol25 describes a cluster of 7 separate species, H14O7 in total. The level of theory is the ωB97M-V functional and the def2-TZVPD basis.

Computed properties:
charge: 0
highest occupied orbital energy: -11.29 eV
HOMO-LUMO gap: 11.830 eV
lowest unoccupied orbital energy: 0.54 eV

Atoms and positions in Å:
O -1.4348 -0.4366 2.1917
H -1.8886 -0.3076 1.2915
H -2.1083 -0.9415 2.7290
O -1.9967 2.6148 -1.0621
H -1.6342 3.1705 -0.3438
H -1.2686 2.1237 -1.4833
O -2.5235 -0.0685 -0.2563
H -1.7911 -0.2198 -0.9035
H -2.5738 0.9370 -0.2404
O 2.1298 0.0380 -1.6643
H 2.4989 1.0040 -1.6420
H 2.4157 -0.3730 -0.7835
O 3.0411 -1.2977 0.4518
H 3.1556 -2.2426 0.1357
H 2.2957 -1.3533 1.1194
O -0.4402 0.5938 -2.0867
H 0.5075 0.2951 -2.0271
H -0.7412 0.4697 -3.0233
O 0.9509 -1.6457 2.2929
H 0.0891 -1.1389 2.2274
H 1.3168 -1.2214 3.0769

Mulliken population analysis, charges in e, atoms 1 to 2: atom 1 (O): -0.755, atom 2 (H): 0.430

***

2) This record from OMol25 describes a cluster of 7 separate species, H14O7 in total. The level of theory is the ωB97M-V functional and the def2-TZVPD basis.

Computed properties:
charge: 0
highest occupied orbital energy: -10.62 eV
HOMO-LUMO gap: 10.250 eV
lowest unoccupied orbital energy: -0.37 eV

Atoms and positions in Å:
O 16.7992 -12.3229 -6.4257
H 15.9601 -12.1485 -5.9881
H 17.3405 -12.7652 -5.7576
O 19.2763 -14.5705 -7.9845
H 18.6693 -14.1054 -7.3887
H 19.0470 -15.5088 -7.9005
O 21.9258 -13.9311 -8.5310
H 21.0045 -14.0962 -8.2407
H 22.4762 -14.4082 -7.9027
O 18.2134 -14.3331 -4.7147
H 18.0767 -14.4982 -3.7748
H 18.4776 -15.1858 -5.0768
O 17.6618 -17.8082 -10.3854
H 18.3508 -17.7242 -9.6987
H 17.2482 -16.9400 -10.4272
O 18.4021 -14.4526 -10.8186
H 17.4708 -14.2080 -10.8415
H 18.6770 -14.3002 -9.9004
O 19.4794 -17.6846 -8.2794
H 19.6478 -18.1590 -7.4566
H 20.3464 -17.6079 -8.7048

Mulliken population analysis, charges in e, atoms 1 to 2: atom 1 (O): -0.626, atom 2 (H): 0.296

***

3) This record from OMol25 describes a cluster of 7 separate species, H14O7 in total. The level of theory is the ωB97M-V functional and the def2-TZVPD basis.

Computed properties:
charge: 0
highest occupied orbital energy: -10.90 eV
HOMO-LUMO gap: 11.273 eV
lowest unoccupied orbital energy: 0.37 eV

Atoms and positions in Å:
O 2.0194 0.8895 -0.3682
H 1.3931 1.6218 -0.4367
H 2.0136 0.3451 -1.2121
O -1.5102 -0.2645 -1.1958
H -0.6753 -0.2421 -1.8089
H -1.3482 0.4584 -0.5991
O 0.7638 -1.2261 -1.9714
H 0.4519 -1.9161 -1.4713
H 0.9902 -1.6597 -2.7962
O -0.9546 1.2353 1.9057
H -0.1322 0.6472 2.0167
H -1.0926 1.5941 2.7929
O 1.1980 -0.3891 1.8882
H 1.6023 -0.0807 1.0200
H 0.6875 -1.2247 1.6334
O -0.5222 -2.3300 0.5205
H -1.2532 -2.8990 0.8944
H -1.0501 -1.6511 0.0063
O -0.5321 2.3007 -0.4562
H -1.2677 2.7112 -0.8852
H -0.7815 2.0798 0.5230

Mulliken population analysis, charges in e, atoms 1 to 2: atom 1 (O): -0.740, atom 2 (H): 0.335

***

4) This record from OMol25 describes a cluster of 7 separate species, H14O7 in total. The level of theory is the ωB97M-V functional and the def2-TZVPD basis.

Computed properties:
charge: 0
highest occupied orbital energy: -10.89 eV
HOMO-LUMO gap: 10.794 eV
lowest unoccupied orbital energy: -0.10 eV

Atoms and positions in Å:
O 3.4338 0.3466 2.1237
H 2.8597 0.9815 1.6818
H 2.9088 -0.0121 2.8437
O -2.8587 1.2601 -1.7914
H -2.9011 1.5268 -2.7139
H -2.2480 0.5172 -1.7685
O -0.7901 0.6628 2.4636
H -0.0537 0.1534 2.8193
H -0.9729 1.3278 3.1355
O 1.4364 -3.9752 -1.1050
H 0.9684 -3.1397 -0.9870
H 0.7399 -4.6274 -1.2170
O 0.1779 0.6286 -0.2259
H 0.1129 0.6191 0.7402
H 0.0964 -0.2981 -0.4876
O 0.1750 3.7160 -0.0503
H 0.2407 3.4403 -0.9687
H -0.2539 2.9660 0.3730
O -0.7390 -1.9333 -1.3752
H -1.6502 -2.1553 -1.1560
H -0.6824 -2.0051 -2.3345

Mulliken population analysis, charges in e, atoms 1 to 2: atom 1 (O): -0.626, atom 2 (H): 0.329

***

Most stable: 1). Least stable: 4).